Entry from OMol25: a gas-phase ion, C5H9ClN3 (charge +1) in a non-equilibrium geometry (the ωB97M-V functional and the def2-TZVPD basis).

Results
* LUMO: -4.89 eV
* Kohn-Sham gap: 8.3 eV
* HOMO level: -13.24 eV
* energy relative to the best compared isomer or geometry (same formula, charge and spin): 421.2 kJ/mol
* charge: +1

XYZ file:
```
18
Properties=species:S:1:pos:R:3:forces:R:3
C 0.106200 -0.151693 -0.057682 -2.62 0.33 -0.04
C -1.120211 -2.469420 -0.464543 -1.68 0.03 1.48
C -1.120807 -1.033329 0.000553 0.51 0.41 0.33
C 1.709188 -1.725705 -0.848884 -0.94 0.30 0.48
C 0.984505 2.150928 0.111769 -2.37 0.23 -1.76
N -1.198616 -2.089827 0.989986 -2.78 -0.06 -3.34
N 1.373576 -0.553691 -0.198919 0.47 -1.88 -0.78
N -0.068819 1.135172 0.113108 -0.44 -0.72 0.56
Cl 3.327267 -2.076434 -0.797495 0.58 0.44 0.09
H -2.071920 -2.878066 -0.868413 0.67 0.59 0.40
H -0.246705 -2.948248 -0.854999 0.39 0.25 0.02
H -2.054569 -0.437597 0.020300 0.68 -0.27 -0.48
H -0.499272 -2.335053 1.590597 2.80 -0.48 1.46
H 0.597230 2.717444 -0.748243 0.88 0.82 0.43
H 0.889774 2.686003 1.031232 0.66 0.45 0.46
H 1.913139 1.740898 -0.193100 0.95 0.26 0.24
H 1.978529 0.179300 0.066902 1.76 0.17 0.46
H -1.006135 1.542763 0.236852 0.49 -0.85 -0.01
```
Positions in Å, forces in eV/Å.

***

Entry from OMol25: a molecular structure, C3H5NO in a non-equilibrium geometry (the ωB97M-V functional and the def2-TZVPD basis).

Results
* LUMO: 0.74 eV
* Kohn-Sham gap: 8.8 eV
* HOMO level: -8.05 eV
* energy relative to the best compared isomer or geometry (same formula, charge and spin): 595.0 kJ/mol

XYZ file:
```
10
Properties=species:S:1:pos:R:3:forces:R:3
O 0.953974 -0.198395 0.925923 -0.27 0.78 -3.52
C 1.655579 -0.895659 0.081729 1.53 -1.73 -0.08
C 0.148617 0.289594 -0.398451 -0.77 0.88 1.31
C -1.232980 -0.144730 -0.270665 -0.31 -0.22 0.09
N -0.803626 1.223201 0.079444 -0.69 0.58 0.23
H 2.671369 -1.090409 0.468181 0.23 -0.05 0.85
H 0.620051 0.549128 -1.363223 0.29 -0.40 1.17
H -1.898674 -0.204902 -1.127594 0.24 -0.05 0.06
H -1.419973 -0.860095 0.523217 -0.05 0.10 -0.05
H -0.694341 1.332263 1.081443 -0.20 0.11 -0.06
```
Positions in Å, forces in eV/Å.

***

Entry from OMol25: a gas-phase ion, C5H11N2O (charge +1) in a non-equilibrium geometry (the ωB97M-V functional and the def2-TZVPD basis).

Results
* LUMO: -3.97 eV
* Kohn-Sham gap: 9.0 eV
* HOMO level: -12.95 eV
* energy relative to the best compared isomer or geometry (same formula, charge and spin): 372.6 kJ/mol
* charge: +1

XYZ file:
```
19
Properties=species:S:1:pos:R:3:forces:R:3
C 1.025472 1.894865 -0.042830 0.63 0.68 1.16
C -0.428387 0.039835 0.298354 2.03 -0.95 -1.24
C 1.527421 -0.319704 -0.431671 -3.79 -0.33 2.64
C 2.262907 -1.345580 0.403916 -0.43 0.20 1.20
C -1.626613 -0.275291 -0.615527 -0.18 -1.93 -0.96
N -0.145666 1.464872 0.348343 1.60 -0.95 -0.66
N -2.876122 -0.111106 0.105516 -2.29 0.72 0.34
O 1.932269 1.043329 -0.472201 -0.58 0.81 1.03
H 1.407037 2.962796 0.139292 -0.91 -1.66 -0.73
H -0.770440 -0.328081 1.282374 1.16 0.12 -0.08
H 1.317117 -0.588659 -1.406769 -0.34 -0.74 -1.93
H 3.193560 -1.687561 -0.037581 0.33 0.43 -0.19
H 1.656202 -2.304779 0.433235 0.35 1.40 0.16
H 2.462058 -0.940197 1.451034 -0.30 -0.76 -1.34
H -1.616280 -1.363239 -1.008323 0.75 1.67 0.39
H -1.574622 0.412142 -1.464053 -0.26 -0.25 -0.08
H -3.195132 -0.945880 0.705254 0.57 1.90 -1.73
H -3.686087 0.388027 -0.442430 2.25 -1.76 1.57
H -0.864688 2.004214 0.754063 -0.59 1.40 0.44
```
Positions in Å, forces in eV/Å.

***

Entry from OMol25: a gas-phase ion, C8H16N3 (charge +1) in a non-equilibrium geometry (the ωB97M-V functional and the def2-TZVPD basis).

Results
* SMILES string: Cc1cn(C)c(=[N+](C)C)n1C
* LUMO: -2.48 eV
* Kohn-Sham gap: 10.2 eV
* HOMO level: -12.72 eV
* energy relative to the best compared isomer or geometry (same formula, charge and spin): 128.2 kJ/mol
* charge: +1

XYZ file:
```
27
Properties=species:S:1:pos:R:3:forces:R:3
C 3.357335 -0.236395 -0.003211 0.04 -0.23 -2.45
C 1.957351 0.281995 -0.087947 1.48 -1.72 1.62
C 1.501856 1.463665 0.255973 0.24 4.94 0.78
N 0.126770 1.473573 0.248445 -0.35 -1.48 0.21
C -0.851829 2.531203 0.394834 0.28 2.76 -2.39
C -0.249947 0.183765 0.080535 1.54 -0.53 0.77
N -1.513682 -0.259622 0.201356 -0.46 0.16 -0.94
C -2.016946 -1.400772 0.939729 -1.27 0.84 1.37
C -2.203372 0.129548 -0.959623 -5.54 -1.76 -2.04
N 0.852183 -0.556127 -0.181553 -0.59 0.64 0.38
C 0.801092 -1.983961 -0.454644 2.59 -0.96 -0.06
H 3.321415 -1.026658 -0.793723 0.85 0.21 0.79
H 4.068366 0.522813 -0.378283 -0.42 -0.31 0.23
H 3.753003 -0.621051 0.931865 -0.55 -0.09 0.20
H 2.000172 2.412506 0.659037 -0.46 -1.74 -1.16
H -1.244516 2.940899 -0.690524 1.18 -1.06 2.66
H -1.669895 2.083269 0.869088 -1.35 -0.36 0.78
H -0.504206 3.439828 0.979219 -0.07 -1.42 -0.71
H -3.029743 -1.045846 1.506053 2.41 -1.22 -1.46
H -2.110658 -2.347730 0.376574 -0.49 0.67 -0.13
H -1.241487 -1.594729 1.650677 0.10 -0.27 1.02
H -2.521828 -0.748632 -1.691245 1.36 1.29 1.23
H -3.271761 0.483532 -0.748261 1.35 -0.04 0.18
H -1.744277 0.894886 -1.514965 0.74 0.78 -0.68
H 1.119455 -2.615335 0.456371 -0.50 1.07 -1.39
H -0.212461 -2.178658 -0.709876 -0.57 -0.55 -0.40
H 1.527620 -2.225963 -1.335905 -1.52 0.38 1.59
```
Positions in Å, forces in eV/Å.

***

Entry from OMol25: 2 unconnected molecules or ions with the total composition C6H16O in a non-equilibrium geometry (the ωB97M-V functional and the def2-TZVPD basis).

Results
* SMILES string: CC(C)O.CCC
* LUMO: 0.92 eV
* Kohn-Sham gap: 10.9 eV
* HOMO level: -10.00 eV
* energy relative to the best compared isomer or geometry (same formula, charge and spin): 220.1 kJ/mol

XYZ file:
```
23
Properties=species:S:1:pos:R:3:forces:R:3
C -1.344765 -0.215203 -2.647854 1.43 2.29 -0.20
C 0.042488 0.137175 -2.000507 0.17 1.29 -1.38
C 0.679234 -1.059345 -1.316745 -1.76 -1.15 1.77
O 0.799544 0.748657 -3.057234 0.09 -0.58 -1.67
H -2.169997 -0.182764 -1.926612 0.20 -0.61 -0.50
H -1.212671 -0.973392 -3.371103 -0.13 -2.29 0.31
H -1.497052 0.495175 -3.474822 -0.34 1.03 0.95
H -0.043024 1.039234 -1.388406 -0.62 -0.68 1.10
H 0.445749 -0.866114 -0.256884 0.41 -0.28 -0.14
H -0.015620 -1.935620 -1.466429 1.24 0.45 -0.40
H 1.748121 -1.352817 -1.324464 -0.65 0.60 -0.67
H 1.709667 0.992707 -2.868226 -0.15 -0.32 0.63
C 1.254217 0.475904 1.783235 2.01 -0.49 -0.21
C 0.143161 -0.139430 2.655088 1.64 -1.32 -2.95
C -1.218068 0.453719 2.577338 -1.88 -0.27 1.12
H 0.969105 0.573578 0.741923 0.11 -0.18 -0.15
H 1.502463 1.476414 2.069063 0.14 0.81 0.51
H 2.323035 -0.115530 1.859001 -2.85 1.15 -0.23
H 0.714449 -0.294664 3.526035 -0.61 -0.09 2.02
H 0.077958 -1.107121 2.166235 -0.21 -0.72 0.45
H -1.958313 0.013264 3.317839 1.07 0.35 -0.61
H -1.756737 0.341190 1.620828 0.75 -0.12 0.04
H -1.192951 1.494989 2.782694 -0.07 1.16 0.24
```
Positions in Å, forces in eV/Å.

***

Entry from OMol25: 4 unconnected molecules or ions with the total composition C17H27N3O8P in a non-equilibrium geometry (the ωB97M-V functional and the def2-TZVPD basis).

Results
* LUMO: -4.30 eV
* Kohn-Sham gap: 7.1 eV
* HOMO level: -11.39 eV
* energy relative to the best compared isomer or geometry (same formula, charge and spin): 0.0 kJ/mol
* charge: +1

XYZ file:
```
56
Properties=species:S:1:pos:R:3:forces:R:3
N -5.238196 -1.969068 1.682915 0.24 0.24 -0.18
P -4.127958 -1.728647 0.614930 -1.41 -0.57 0.67
C -2.511929 -2.185683 1.380410 0.28 -0.13 -0.42
C -1.433662 -1.322254 1.564533 0.11 0.48 -0.15
C -0.303444 -1.764828 2.207929 -0.29 -0.33 0.07
C -0.309203 -3.080045 2.647294 -0.06 0.70 -0.17
N -1.387204 -3.820463 2.431000 0.00 -0.52 -0.06
C -1.401847 -5.225407 2.946174 -0.44 0.09 0.35
O -1.228307 -5.205079 4.321181 0.27 -0.01 0.07
O -2.498967 -5.319871 4.955912 -0.14 -0.18 -0.12
N -2.476816 -3.431017 1.811483 -0.03 0.00 0.07
H -5.926029 -2.644731 1.382349 -0.14 -0.04 0.17
H -4.244906 -2.529996 -0.523379 0.47 0.23 -0.25
H -3.963332 -0.390290 0.234290 0.48 -0.06 -0.14
H -1.505484 -0.306513 1.200150 0.07 0.19 -0.03
H 0.548705 -1.135632 2.386161 0.16 0.13 -0.01
H 0.511418 -3.523264 3.179410 0.10 -0.27 0.12
H -2.366229 -5.647641 2.706450 -0.18 -0.04 -0.31
H -0.594805 -5.770436 2.475122 0.30 -0.04 0.04
H -2.829250 -4.411433 5.026968 0.15 0.16 0.05
O -1.107134 1.902229 0.880092 0.07 -0.19 -0.13
C -0.898553 2.394518 1.955774 -0.09 0.22 -0.10
O -1.179930 1.728760 3.089137 0.06 -0.12 0.24
C -0.919919 2.565651 4.241661 0.05 0.18 0.11
C 0.067447 3.614666 3.745047 -0.02 0.01 -0.14
C -0.336851 3.761090 2.275309 0.19 -0.17 0.35
H -1.866170 3.000783 4.564029 -0.02 0.00 -0.03
H -0.524622 1.947192 5.042511 -0.04 -0.12 -0.07
H 0.027523 4.539623 4.314054 -0.07 0.00 0.00
H 1.083908 3.224514 3.807949 0.01 0.01 0.02
H -1.128159 4.498266 2.132741 0.00 0.02 -0.06
H 0.498856 3.993372 1.622192 -0.11 0.06 -0.15
O -2.196823 -1.614591 -1.670871 0.03 -0.09 0.31
C -1.291474 -0.874580 -1.968301 -0.09 0.24 -0.09
O -0.027689 -1.310293 -2.073839 0.02 -0.01 0.11
C 0.859029 -0.198623 -2.359693 0.16 0.17 -0.07
C -0.032048 0.868738 -2.965505 -0.29 0.05 0.06
C -1.362711 0.609466 -2.256770 0.28 -0.13 -0.34
H 1.315425 0.122172 -1.420392 -0.03 -0.02 0.02
H 1.640163 -0.529732 -3.034993 -0.03 -0.17 0.03
H 0.356249 1.873700 -2.832392 0.04 -0.01 0.03
H -0.137159 0.693396 -4.033960 0.04 0.04 -0.03
H -1.439243 1.144814 -1.310545 -0.06 0.02 0.05
H -2.226670 0.834212 -2.876229 -0.12 -0.02 0.13
O 1.978257 1.840263 -5.136897 -0.11 -0.17 0.12
C 3.101876 1.839200 -4.733153 0.12 0.30 -0.17
O 3.441059 1.334811 -3.515579 0.02 -0.01 -0.03
C 4.841894 1.565567 -3.259091 0.14 -0.01 0.02
C 5.476315 1.752712 -4.630924 -0.07 0.05 -0.09
C 4.334539 2.393216 -5.418817 0.25 -0.33 0.18
H 4.933112 2.456124 -2.634159 -0.01 0.02 -0.02
H 5.241389 0.711471 -2.718230 -0.11 -0.04 0.04
H 6.387322 2.345474 -4.601167 -0.02 0.04 0.05
H 5.720502 0.781033 -5.060963 0.01 -0.01 0.01
H 4.322339 3.479368 -5.318991 -0.04 0.02 -0.06
H 4.335401 2.123716 -6.470317 -0.12 0.14 -0.06
```
Positions in Å, forces in eV/Å.

***

Entry from OMol25: a single C20H23FN4O2S2 molecule in a non-equilibrium geometry (the ωB97M-V functional and the def2-TZVPD basis).

Results
* SMILES string: COC[C@@H](C)n1c(C)cc(C(=O)CSc2nnc(Nc3ccccc3F)s2)c1C
* LUMO: 0.54 eV
* Kohn-Sham gap: 8.4 eV
* HOMO level: -7.86 eV
* energy relative to the best compared isomer or geometry (same formula, charge and spin): 2.4 kJ/mol

XYZ file:
```
52
Properties=species:S:1:pos:R:3:forces:R:3
C -4.570342 -3.084398 -1.209010 -0.02 -0.06 -0.08
O -3.924838 -2.290968 -0.247828 0.13 0.17 0.18
C -2.542375 -2.544394 -0.154974 0.03 0.06 0.23
C -1.944066 -1.556373 0.855671 -0.02 -0.67 -0.12
C -0.568655 -1.995303 1.358290 -0.23 0.07 -0.01
N -1.947862 -0.207272 0.327816 -0.09 0.25 -0.07
C -2.856880 0.746673 0.736640 -0.32 0.54 0.05
C -3.957324 0.468528 1.696013 0.06 -0.11 -0.03
C -2.561811 1.918890 0.114281 -0.02 -0.27 -0.07
C -1.440934 1.684385 -0.729892 -0.31 -0.86 0.04
C -0.692746 2.667151 -1.473234 -0.02 0.23 -0.25
O 0.051470 2.434429 -2.409271 -0.04 0.12 -0.05
C -0.810631 4.106832 -0.976491 0.27 0.14 0.24
S -0.641450 4.270242 0.845118 -0.04 0.43 -0.09
C 0.365459 2.900591 1.186242 0.76 0.09 -0.53
N 0.135203 2.049536 2.114965 -1.11 0.94 0.14
N 1.015369 1.066643 2.190353 1.01 -1.26 0.31
C 1.964331 1.138821 1.303496 -0.22 0.96 -0.60
N 2.934873 0.198731 1.257387 0.29 -0.66 0.47
C 3.951172 -0.010440 0.338735 0.25 -0.12 -0.14
C 4.028549 0.580922 -0.919626 -0.03 -0.03 0.16
C 5.085469 0.292987 -1.765334 0.13 -0.03 -0.05
C 6.081620 -0.589780 -1.387888 -0.03 0.04 -0.06
C 6.016512 -1.206916 -0.148415 -0.19 0.04 0.16
C 4.962728 -0.913297 0.686258 0.02 0.06 -0.12
F 4.883450 -1.521114 1.898286 -0.07 0.13 -0.13
S 1.843301 2.544976 0.262061 -0.43 -0.38 0.99
C -1.105473 0.338064 -0.585593 0.33 0.58 -0.35
C 0.017231 -0.361817 -1.265820 0.08 -0.06 0.01
H -4.471043 -4.151763 -0.974915 -0.03 0.02 -0.02
H -5.621162 -2.804123 -1.188851 -0.01 -0.07 -0.07
H -4.163586 -2.904207 -2.211708 -0.03 -0.01 0.02
H -2.366899 -3.575113 0.191744 0.01 0.09 -0.02
H -2.072210 -2.431858 -1.142447 0.03 -0.01 0.10
H -2.625052 -1.543244 1.710194 0.09 0.00 -0.13
H -0.086761 -1.163379 1.868657 0.08 0.01 0.02
H 0.067634 -2.340391 0.549253 0.11 -0.03 -0.07
H -0.686916 -2.811562 2.066224 -0.01 -0.11 0.04
H -4.556181 -0.377603 1.361346 -0.09 -0.03 0.07
H -3.568473 0.258856 2.693113 -0.05 -0.04 0.11
H -4.593878 1.346498 1.760776 -0.03 0.04 0.03
H -3.096123 2.840485 0.224978 -0.15 0.14 0.12
H -0.046730 4.716149 -1.461653 -0.15 -0.13 -0.08
H -1.797065 4.510870 -1.203656 -0.05 0.01 -0.05
H 2.939770 -0.415666 2.063548 -0.06 0.11 -0.11
H 3.258225 1.257032 -1.250642 -0.06 0.00 -0.09
H 5.122311 0.766365 -2.733885 0.00 0.05 -0.09
H 6.903246 -0.804762 -2.052055 0.08 -0.02 -0.07
H 6.768685 -1.907232 0.177663 0.06 -0.08 0.07
H 0.836746 -0.571498 -0.578733 0.07 -0.09 0.03
H -0.305218 -1.302054 -1.708284 0.04 -0.11 -0.04
H 0.389308 0.281863 -2.058890 -0.02 -0.07 0.03
```
Positions in Å, forces in eV/Å.

***

Entry from OMol25: a gas-phase ion, C6H17N2 (charge +1) in a non-equilibrium geometry (the ωB97M-V functional and the def2-TZVPD basis).

Results
* SMILES string: CCNC[C@H](C)[NH2+]C
* LUMO: -2.69 eV
* Kohn-Sham gap: 10.6 eV
* HOMO level: -13.29 eV
* energy relative to the best compared isomer or geometry (same formula, charge and spin): 49.3 kJ/mol
* charge: +1

XYZ file:
```
25
Properties=species:S:1:pos:R:3:forces:R:3
C 1.035782 3.263045 -0.871433 0.66 -0.73 0.01
C 0.038935 2.143077 -1.239127 0.31 0.89 0.23
N -0.162937 1.140765 -0.194046 -0.58 -0.45 -0.19
C 0.841674 0.101108 -0.065291 0.18 0.25 -0.34
C 0.246924 -1.095282 0.669008 -0.38 0.29 -0.21
C 1.059973 -2.360340 0.613636 1.01 -0.28 0.79
N -1.110800 -1.291986 0.026108 -0.10 -0.54 0.95
C -2.221335 -1.703890 0.954023 0.41 -0.91 -0.38
H 1.749132 2.903105 -0.123634 -0.15 -0.03 0.15
H 0.609118 4.183702 -0.495924 -0.29 0.06 -0.02
H 1.678854 3.474097 -1.720660 -0.16 0.35 -0.22
H 0.406444 1.662727 -2.141374 -0.15 -0.33 -0.02
H -0.930609 2.579605 -1.464520 -0.08 -0.03 -0.13
H -0.384561 1.588056 0.686559 0.20 0.06 0.11
H 1.124630 -0.209448 -1.074490 0.01 -0.01 -0.07
H 1.756452 0.429085 0.417149 0.25 -0.08 0.28
H 0.007601 -0.801228 1.684151 0.18 0.04 0.28
H 0.851387 -2.987687 -0.241292 -0.17 -0.09 -0.34
H 0.978364 -2.962115 1.517681 -0.47 -0.10 -0.04
H 2.137138 -2.163595 0.592156 -0.16 0.34 -0.24
H -1.290420 -0.335599 -0.353789 0.01 0.05 -0.38
H -1.013052 -2.034089 -0.659248 -0.07 0.41 -0.55
H -3.119532 -1.178552 0.673345 -0.22 0.21 0.20
H -1.907790 -1.565519 1.978269 -0.16 0.43 0.17
H -2.381367 -2.779044 0.832732 -0.07 0.21 -0.04
```
Positions in Å, forces in eV/Å.